(1)
Entry from the Open Molecules 2025 dataset: a structure of composition C40H42N6SSiTi (the ωB97M-V functional and the def2-TZVPD basis).

```
91
C40H42N6SSiTi, DFT the ωB97M-V functional and the def2-TZVPD basis
Ti 1.1078 -0.0816 0.1824
C -1.1971 -0.1272 -3.5244
C -0.7771 -0.1985 -2.1003
N 0.1141 0.5946 -1.5737
C 0.6739 1.7165 -2.3101
C 1.1872 2.7359 -1.2790
N 1.1661 2.1599 0.0928
C 2.1099 2.8261 1.0206
C 2.3734 1.8648 2.1560
N 2.7310 0.5739 1.5307
C 2.9921 -0.5050 2.4975
C 1.6668 -0.8513 3.1308
N 0.6650 -0.8175 2.0656
C -0.4825 -1.5182 2.3006
C -0.7453 -2.1923 3.6119
C -1.3529 -1.5844 1.2520
C -2.4184 -2.4908 1.0408
C -2.9214 -2.6926 -0.2073
C -2.3291 -2.0171 -1.3190
C -1.3982 -1.0541 -1.1297
N -1.0319 -0.6360 0.2066
H -0.3254 -0.0648 -4.1773
H -1.7969 0.7766 -3.6733
H -1.7995 -0.9828 -3.8151
H -0.0836 2.1731 -2.9482
H 1.4929 1.3767 -2.9479
H 0.5850 3.6466 -1.2958
H 2.2071 3.0259 -1.5147
H 0.2428 2.3469 0.4874
H 1.7089 3.7736 1.3850
H 3.0308 3.0437 0.4805
H 1.4660 1.7297 2.7483
H 3.1666 2.2261 2.8145
H 3.5656 0.7091 0.9696
H 3.7384 -0.2086 3.2375
H 3.3759 -1.3586 1.9361
H 1.4092 -0.1407 3.9248
H 1.7454 -1.8334 3.5983
H -0.5575 -1.5106 4.4428
H -0.1027 -3.0626 3.7621
H -1.7779 -2.5246 3.6808
H -2.7858 -3.0808 1.8704
H -3.7008 -3.4199 -0.3795
H -2.6140 -2.2977 -2.3244
S 1.1552 -3.3860 -2.8148
C 0.4438 -4.1733 -1.4385
C -0.2034 -5.4042 -1.4001
C -0.5212 -5.9248 -0.1617
C -0.1522 -5.2520 1.0095
C 0.4758 -4.0258 0.9600
C 0.7294 -3.4440 -0.2797
N 1.3894 -2.2318 -0.5201
C 1.7472 -2.1524 -1.7833
C 2.6472 -1.0792 -2.1835
C 3.3848 -1.1060 -3.3602
C 4.3332 -0.1183 -3.5827
C 4.5375 0.8546 -2.6161
C 3.7605 0.8756 -1.4582
C 2.7747 -0.0756 -1.2156
H -0.4133 -5.9515 -2.3092
H -1.0133 -6.8855 -0.0979
H -0.3399 -5.7156 1.9691
H 0.8124 -3.5342 1.8601
H 3.2510 -1.9067 -4.0786
H 4.9310 -0.1265 -4.4835
H 5.3063 1.6028 -2.7615
H 3.9594 1.6785 -0.7551
C -4.1201 2.6752 -3.2212
C -2.9724 3.2645 -2.7050
C -2.3718 2.7341 -1.5740
C -2.8990 1.6112 -0.9277
C -4.0652 1.0444 -1.4569
C -4.6667 1.5657 -2.5939
Si -2.2641 0.7967 0.6179
C -1.5855 1.9104 1.9501
C -1.3771 1.4272 3.2491
C -0.9112 2.2555 4.2570
C -0.6533 3.5964 3.9975
C -0.8996 4.1108 2.7340
C -1.3712 3.2784 1.7254
H -4.5935 3.0889 -4.1016
H -2.5544 4.1438 -3.1784
H -1.4810 3.2176 -1.1944
H -4.5174 0.1877 -0.9702
H -5.5689 1.1119 -2.9824
H -3.3945 0.0199 1.1384
H -1.6158 0.3992 3.4852
H -0.7741 1.8647 5.2574
H -0.3008 4.2456 4.7881
H -0.7556 5.1654 2.5366
H -1.6061 3.7184 0.7635
```

For the energy relative to the best compared isomer or geometry (same formula, charge and spin), the calculation gives 3.74 kcal/mol. The LUMO energy is -6.2 eV. The calculation puts the electronic energy at -92921.1511 eV. As for the HOMO-LUMO gap: 6.088 eV. The value obtained for the largest force on an atom is 0.7 eV/Å. Its total charge is +2. As for the HOMO energy: -12.3 eV.

=====

(2)
Entry from the Open Molecules 2025 dataset: an isolated molecule of C9H8 at a distorted geometry (the ωB97M-V functional and the def2-TZVPD basis).

```
17
C9H8, DFT the ωB97M-V functional and the def2-TZVPD basis
C 0.1171 1.6523 0.0154
C -1.1482 1.2349 -0.0231
C -0.4221 -1.1525 -0.0724
C 2.5265 0.5270 0.0561
C 1.1940 0.7098 0.2158
C 0.8455 -0.7015 0.0832
C -1.5202 -0.1881 0.1039
C -2.8523 -0.4510 0.1249
C 2.2715 -1.1851 0.0388
H 0.2144 2.7460 -0.1917
H -1.8742 1.8843 -0.2549
H -0.8142 -2.0715 -0.2873
H 3.3180 1.1998 -0.1631
H -3.1446 -1.4206 0.1143
H -3.6371 0.2781 0.1461
H 2.4788 -1.5581 -0.9283
H 2.4472 -1.5037 1.0223
```

For the energy relative to the best compared isomer or geometry (same formula, charge and spin), the calculation gives 68.65 kcal/mol. The LUMO energy is 0.1 eV. The calculation puts the electronic energy at -9458.4104 eV. As for the HOMO-LUMO gap: 7.848 eV. The value obtained for the largest force on an atom is 5.0 eV/Å. Its total charge is 0. As for the HOMO energy: -7.7 eV.

=====

Question: total charge of number 1 (C40H42N6SSiTi)?
Answer: +2